Entry 1:
Formula: C18H21N5O2Re
Source: OMol25
Level of theory: ωB97M-V/def2-TZVPD

Net charge = +4
HOMO-LUMO gap (spin up / spin down) = 7.063 / 5.504 eV
HOMO energy (spin up / spin down) = -21.409 / -22.091 eV
LUMO (spin up / spin down) = -14.35 / -16.59 eV
E_tot = -32633.28899 eV
Spin multiplicity = 4
Expectation value of S² = 3.78
Energy above the lowest of the compared OMol25 structures with the same formula, charge and spin = 2.700 eV

Geometry as XYZ:
```
47
C18H21N5O2Re (ωB97M-V/def2-TZVPD)
H 2.15230 4.94184 0.37453
H -3.14572 0.18656 4.39206
H -1.75584 3.26508 3.04701
C 1.84716 4.48387 -0.57513
H -0.21261 -3.37294 3.58030
O -2.29540 -2.28145 0.22221
C -1.53630 0.17577 2.11534
C 2.58247 0.10354 -0.95658
N -1.20311 0.78096 0.97881
H 2.67380 4.53134 -1.29594
H 1.39072 -0.67602 -4.02049
C 1.42723 -2.01944 -2.31756
H 0.98495 5.04898 -0.94978
C 0.80227 -3.14940 3.22813
H 2.85201 -1.24767 0.65962
H 3.14637 0.86928 -0.42756
C -1.27277 2.14169 1.20182
H -3.04058 -2.00636 -4.56473
H -1.70483 -1.23894 -5.48764
C -2.23253 0.80339 4.43634
N -0.94916 -0.95979 -2.49318
C -1.46733 -1.55389 -0.17968
C -1.64688 2.34720 2.50713
N -1.78984 1.10416 3.08035
O -1.87578 2.13187 -1.95962
N 0.80289 -1.04301 1.69359
C 1.49374 3.10051 -0.35332
C 2.03388 0.33305 -2.23434
C -1.41051 -1.37705 -3.47047
H -2.44299 1.73262 4.98152
H -1.45480 0.24393 4.98307
C 1.61565 -0.79022 -2.96144
H -1.49351 -2.91006 -4.81988
Re -0.21716 -0.29283 -0.94852
C -1.94348 -1.92094 -4.66190
H 1.33722 -3.03456 -0.39531
H 1.23216 -4.03810 2.74892
H -1.62390 -0.87970 2.35136
H 2.02240 1.32821 -2.68505
C 1.64414 -2.13494 -0.93524
N 1.24411 2.00818 -0.03602
H -1.02215 2.92120 0.50129
C 0.78712 -2.03730 2.30376
H 1.40283 -2.88062 4.10615
C -1.19657 1.26019 -1.57371
H 1.05694 -2.88170 -2.86876
C 2.40142 -1.11650 -0.32145
```

Entry 2:
Formula: C18H21N5O2V
Source: OMol25
Level of theory: ωB97M-V/def2-TZVPD

Net charge = +4
HOMO-LUMO gap (spin up / spin down) = 4.304 / 4.341 eV
HOMO energy (spin up / spin down) = -21.124 / -21.218 eV
LUMO (spin up / spin down) = -16.82 / -16.88 eV
E_tot = -56192.49055 eV
Spin multiplicity = 2
Expectation value of S² = 0.87
Energy above the lowest of the compared OMol25 structures with the same formula, charge and spin = 0.000 eV

Geometry as XYZ:
```
47
C18H21N5O2V (ωB97M-V/def2-TZVPD)
H 4.75843 -1.17764 0.00296
H 0.40179 -2.28248 -3.25671
H 0.93756 1.16189 4.92450
H -1.58500 -0.79619 -3.70678
C 0.56072 1.49464 -2.41129
H -1.48036 1.59014 -3.16172
H -2.27246 4.32004 -1.57035
C -0.54583 2.06408 3.67459
N -1.36140 -1.87029 -1.32914
C 0.57541 0.22988 3.07650
N 1.70201 -0.30263 0.19357
H 1.17664 -1.42241 4.21010
C -0.98069 1.63500 2.44583
H -2.11778 -4.54283 -2.80537
O -3.27591 -0.22022 0.99315
H -0.86573 2.90856 4.25769
H 0.64607 2.56279 -2.21296
N 0.41936 1.16673 4.04983
N -0.24286 0.52526 2.07151
C 1.52505 -0.86584 3.33135
C -0.62032 0.95340 -2.95158
N -0.89875 1.71246 -0.41771
C 0.42986 -1.22826 -3.00629
H 2.43755 -1.34333 -2.26954
H -1.75707 2.07791 1.83473
H -3.61752 -3.54887 -2.69542
H 2.50649 -0.43290 3.55786
C -1.94945 -2.76812 -1.76109
C -2.22645 -0.29117 0.50281
C -0.67677 -0.39581 -3.25858
C -1.50638 2.70067 -0.50173
H 4.61480 0.34175 0.94432
H -1.54420 4.71900 0.01281
C 2.81116 -0.55451 0.42864
C -2.14873 3.97808 -0.53283
H 1.60413 -1.54430 2.49201
V -0.41531 -0.39075 -0.29386
H 4.28976 -1.24338 1.73317
H -3.14234 3.91361 -0.06402
H 2.55590 1.12002 -1.74870
C -0.19497 -1.95903 0.90350
C 4.19138 -0.66691 0.79784
C 1.64646 0.67425 -2.15094
C 1.58355 -0.69694 -2.44133
H -3.02373 -4.45165 -1.24174
O -0.20003 -2.95731 1.50013
C -2.72401 -3.89637 -2.14972
```

Entry 3:
Formula: C18H21NO
Source: OMol25
Level of theory: ωB97M-V/def2-TZVPD

Net charge = -1
HOMO-LUMO gap (spin up / spin down) = 2.405 / 5.507 eV
HOMO energy (spin up / spin down) = 0.219 / -2.892 eV
LUMO (spin up / spin down) = 2.62 / 2.61 eV
E_tot = -22539.32949 eV
Spin multiplicity = 2
Expectation value of S² = 0.78
Energy above the lowest of the compared OMol25 structures with the same formula, charge and spin = 1.463 eV

Geometry as XYZ:
```
41
C18H21NO (ωB97M-V/def2-TZVPD)
C -3.86265 -3.77494 -1.27074
C -1.50502 -2.59328 -0.56779
H -2.91990 -0.26768 0.29908
H -3.20989 0.12488 2.61683
H 0.09955 -4.03452 -1.21170
C -0.65125 3.24247 0.76564
C 0.21370 1.99413 1.00568
C -2.32151 -0.44820 2.34835
C -1.49083 -1.85234 0.56621
H 0.39964 0.78222 -1.50027
H 4.16328 2.79196 -3.92242
H 0.32516 -2.08544 3.53148
H 0.54100 2.02886 2.03894
H -4.79002 -3.81008 -1.91972
H 2.11970 1.14173 -3.29448
H -1.55377 2.94537 0.29123
C 1.20967 1.57445 -1.23399
H -0.93280 3.88682 1.57872
C -2.28198 -0.74710 1.05631
H -0.20609 3.94941 0.01414
C 2.20510 1.70894 -2.27130
H -0.46861 1.10504 0.88486
H -3.27444 -1.54329 -1.22549
H -3.19329 -4.60349 -1.38999
H 4.06230 4.17380 -0.82949
C -0.30739 -3.39923 -0.55308
C -1.38162 -0.93553 3.28990
O 4.20932 3.05331 -2.97332
C -2.82774 -2.50956 -1.24021
N 0.33657 -3.18208 0.64176
H 2.18770 3.81168 1.13326
H -1.41808 -0.84967 4.34950
C 3.15556 2.69861 -2.10724
H -2.48656 -2.46889 -2.32409
C -0.28816 -1.74925 2.79432
C 3.25645 3.27992 -0.89542
H -4.38188 -3.78845 -0.17838
H 1.13788 -3.78312 0.99006
C 1.30753 2.30154 -0.02678
C 2.27357 3.17739 0.16044
C -0.40866 -2.24454 1.40673
```

Entry 4:
Formula: C18H21NO3S
Source: OMol25
Level of theory: ωB97M-V/def2-TZVPD

HOMO-LUMO gap = 8.380 eV
HOMO energy = -7.728 eV
LUMO = 0.65 eV
E_tot = -37474.73893 eV
Spin multiplicity = 1
Energy above the lowest of the compared OMol25 structures with the same formula, charge and spin = 1.106 eV

Geometry as XYZ:
```
44
C18H21NO3S (ωB97M-V/def2-TZVPD)
C 0.15848 -0.43398 2.24407
C 5.19485 0.93290 2.06962
C -3.54872 2.29858 -1.86467
S -4.01610 -0.76448 0.73830
H 3.06389 -1.39084 -2.70533
H -3.94788 -0.18259 3.02117
C 4.10629 -0.50671 -1.08087
C -2.11862 0.51219 -2.58081
H 1.34146 -2.99499 -2.87066
C 1.77485 -1.08737 -1.01608
H 4.51461 1.78221 2.18563
H -2.16759 -1.26148 -1.37494
H -1.70246 -1.48628 1.94673
C -3.99020 1.52721 -0.80534
H -1.91251 1.37935 2.95675
H 2.74641 0.26832 1.92583
H 4.91351 0.14668 2.77653
H -1.77373 1.01523 1.23548
N 0.46969 -0.68519 0.94464
C -3.47813 0.25091 -0.62530
C 4.04581 -0.03279 0.22564
H -4.16761 1.26697 2.01955
C -1.31665 -0.65246 2.53654
C -2.54835 -0.26174 -1.51801
C -2.61142 1.79482 -2.75168
C 1.70827 -0.60527 0.30232
C 2.98111 -1.02844 -1.69342
C -3.60026 0.34425 2.13349
C -2.10545 0.61685 2.19931
H 6.21462 1.25584 2.27364
H -0.36951 -2.52436 -3.01325
H -1.43132 -0.88555 3.59553
H -1.39088 0.11457 -3.27148
H -3.94468 3.29411 -2.00101
O 0.60039 -1.59552 -1.53166
C 0.63798 -2.15805 -2.81910
H -2.26994 2.40087 -3.57745
H 0.90515 -1.41402 -3.57671
O 5.20590 0.45701 0.74399
O 0.94269 -0.04681 3.08358
H -4.73408 1.91506 -0.12533
H 5.04583 -0.46400 -1.60701
H -0.26362 -1.02893 0.33862
C 2.83792 -0.08210 0.91313
```